Below is a 2-piece molecular cluster, C2H3NOS overall, with properties calculated with wB97M-V/def2-TZVPD.

Its LUMO energy (alpha / beta) is -2.67 / -2.70 eV. The value obtained for the energy above the lowest of the compared OMol25 structures with the same formula, charge and spin is 178.9 kcal/mol. Its charge is 0.

CARTESIAN COORDINATES (ANGSTROEM)
1 C -0.813 0.675 -1.064
2 C 0.782 0.113 0.646
3 N 0.527 0.791 -0.608
4 O 0.012 -0.063 -1.723
5 S -2.707 -1.367 0.042
6 H -0.199 -0.540 0.806
7 H 1.674 -0.485 0.567
8 H 0.725 0.878 1.335

***

Below is C33H45N2O2P2Ti as an isolated structure, with properties calculated with wB97M-V/def2-TZVPD.

Its LUMO energy (alpha / beta) is -6.24 / -6.51 eV. The value obtained for the energy above the lowest of the compared OMol25 structures with the same formula, charge and spin is 13.4 kcal/mol. Its spin multiplicity is 2. Its charge is +2.

CARTESIAN COORDINATES (ANGSTROEM)
1 Ti 0.212 0.123 -0.586
2 C -2.997 0.988 1.624
3 P -1.746 1.532 0.417
4 C -1.103 3.041 1.219
5 C -2.745 2.152 -0.974
6 C -3.583 3.253 -0.809
7 C -4.352 3.717 -1.865
8 C -4.290 3.079 -3.096
9 C -3.470 1.972 -3.266
10 C -2.700 1.496 -2.210
11 P -1.681 -0.011 -2.349
12 C -1.736 -0.461 -4.111
13 C -2.766 -1.304 -1.628
14 H -3.746 1.774 1.704
15 H -2.531 0.831 2.597
16 H -3.481 0.066 1.309
17 H -1.921 3.662 1.579
18 H -0.493 3.618 0.525
19 H -0.489 2.759 2.076
20 H -3.636 3.768 0.145
21 H -4.994 4.579 -1.729
22 H -4.885 3.440 -3.927
23 H -3.440 1.488 -4.235
24 H -1.323 0.323 -4.745
25 H -2.766 -0.656 -4.407
26 H -1.159 -1.375 -4.253
27 H -3.777 -1.198 -2.016
28 H -2.782 -1.227 -0.544
29 H -2.376 -2.289 -1.889
30 N 2.780 1.362 -1.900
31 C 3.533 1.514 -2.995
32 C 2.806 1.026 -4.060
33 C 1.614 0.582 -3.497
34 N 1.588 0.787 -2.176
35 H 3.019 1.599 -0.959
36 H 4.519 1.960 -2.949
37 H 3.104 0.991 -5.098
38 H 0.780 0.114 -3.992
39 C 1.633 0.120 2.628
40 C 1.813 1.226 1.652
41 O 1.286 1.113 0.527
42 C 2.595 2.404 1.956
43 C 2.662 3.469 1.039
44 C 3.438 4.575 1.314
45 C 4.155 4.635 2.509
46 C 4.081 3.597 3.431
47 C 3.304 2.487 3.160
48 H 0.984 -0.649 2.229
49 H 1.208 0.507 3.558
50 H 2.597 -0.329 2.875
51 H 2.065 3.439 0.137
52 H 3.483 5.398 0.611
53 H 4.770 5.502 2.723
54 H 4.631 3.658 4.362
55 H 3.254 1.681 3.885
56 C 1.147 -3.010 -2.499
57 C 1.994 -3.239 -1.238
58 C 3.014 -2.125 -0.966
59 C 1.171 -3.567 -0.002
60 C 1.374 -4.809 0.585
61 C 0.672 -5.214 1.709
62 C -0.263 -4.366 2.265
63 C -0.506 -3.108 1.726
64 C -1.575 -2.240 2.368
65 C -2.962 -2.864 2.162
66 C -1.316 -2.023 3.866
67 C 0.230 -2.720 0.599
68 O 0.017 -1.430 0.082
69 H 1.793 -2.884 -3.372
70 H 0.517 -2.128 -2.427
71 H 0.493 -3.866 -2.680
72 H 2.575 -4.135 -1.444
73 H 2.541 -1.229 -0.572
74 H 3.553 -1.855 -1.877
75 H 3.745 -2.449 -0.222
76 H 2.100 -5.479 0.137
77 H 0.850 -6.193 2.139
78 H -0.827 -4.687 3.137
79 H -1.559 -1.275 1.880
80 H -3.017 -3.836 2.659
81 H -3.183 -3.025 1.103
82 H -3.746 -2.233 2.592
83 H -1.504 -2.942 4.430
84 H -1.988 -1.256 4.269
85 H -0.284 -1.722 4.066

***

Below is C36H93CrF6N7O11P as an isolated structure, with properties calculated with wB97M-V/def2-TZVPD.

Its LUMO energy (alpha / beta) is -5.01 / -9.08 eV. Its spin multiplicity is 6. Its charge is +2.

CARTESIAN COORDINATES (ANGSTROEM)
1 Cr -1.260 -1.844 2.559
2 P 0.553 -0.867 -0.758
3 F 1.365 -0.795 -2.129
4 F -0.194 0.498 -1.189
5 F -0.666 -1.645 -1.526
6 F -0.257 -0.963 0.666
7 F 1.332 -2.192 -0.327
8 F 1.714 0.030 0.019
9 C 1.995 -2.315 2.660
10 O 0.900 -1.515 3.080
11 C 1.275 -0.311 3.753
12 C -0.063 0.370 4.140
13 N -1.060 0.348 3.105
14 C -0.802 1.368 2.056
15 C -1.472 2.699 2.408
16 O -2.802 2.442 2.927
17 C -3.452 3.659 3.220
18 H 2.398 -2.894 3.491
19 H 2.826 -1.710 2.297
20 H 1.776 -2.996 1.837
21 H 1.786 0.364 3.066
22 H 1.794 -0.513 4.690
23 H 0.016 1.355 4.600
24 H -0.463 -0.218 4.967
25 H -1.906 0.711 3.522
26 H -1.286 1.034 1.139
27 H 0.249 1.472 1.788
28 H -1.473 3.294 1.495
29 H -0.953 3.254 3.189
30 H -2.834 4.192 3.943
31 H -4.444 3.446 3.618
32 H -3.507 4.271 2.320
33 C 6.649 -2.531 1.222
34 O 5.871 -1.739 0.373
35 C 5.087 -2.494 -0.567
36 C 4.190 -1.544 -1.424
37 N 5.080 -0.884 -2.415
38 C 4.279 0.161 -3.109
39 C 3.924 1.516 -2.361
40 O 5.199 2.026 -1.990
41 C 5.108 2.875 -0.864
42 H 6.087 -3.339 1.690
43 H 7.004 -1.962 2.081
44 H 7.520 -2.951 0.718
45 H 4.382 -3.083 0.020
46 H 5.726 -3.095 -1.214
47 H 3.807 -0.843 -0.682
48 H 3.397 -2.056 -1.968
49 H 5.736 -0.326 -1.886
50 H 3.338 -0.277 -3.443
51 H 4.779 0.454 -4.032
52 H 3.106 1.495 -1.641
53 H 3.525 2.132 -3.167
54 H 6.104 3.275 -0.674
55 H 4.831 2.377 0.065
56 H 4.367 3.629 -1.130
57 C 1.446 3.511 0.268
58 O 1.394 4.295 1.446
59 C 2.591 4.301 2.150
60 C 2.324 5.048 3.476
61 N 1.558 4.126 4.365
62 C 1.474 4.525 5.761
63 C 0.896 3.464 6.722
64 O -0.349 2.960 6.242
65 C -1.018 2.006 7.090
66 H 1.787 2.495 0.470
67 H 2.112 3.937 -0.483
68 H 0.437 3.418 -0.134
69 H 3.380 4.809 1.596
70 H 2.927 3.283 2.346
71 H 1.882 6.029 3.297
72 H 3.326 5.190 3.881
73 H 0.614 4.176 4.009
74 H 0.867 5.429 5.746
75 H 2.414 4.841 6.215
76 H 0.765 3.798 7.751
77 H 1.532 2.582 6.801
78 H -2.067 1.905 6.814
79 H -1.008 2.280 8.145
80 H -0.501 1.049 7.011
81 C -3.888 -0.292 5.328
82 O -3.568 -0.129 3.965
83 C -4.640 -0.302 3.083
84 C -4.039 -0.772 1.730
85 N -3.256 -2.043 1.770
86 C -2.932 -2.295 0.369
87 C -2.023 -3.572 0.204
88 O -1.065 -3.652 1.195
89 C -0.296 -4.876 1.090
90 H -3.970 -1.356 5.550
91 H -4.728 0.262 5.748
92 H -2.992 0.086 5.822
93 H -5.206 0.613 2.912
94 H -5.335 -1.042 3.480
95 H -3.517 0.054 1.248
96 H -4.945 -0.921 1.141
97 H -4.021 -2.679 1.941
98 H -2.418 -1.466 -0.118
99 H -3.793 -2.562 -0.243
100 H -1.605 -3.765 -0.784
101 H -2.665 -4.434 0.384
102 H -0.958 -5.734 1.208
103 H 0.481 -4.813 1.851
104 H 0.095 -5.015 0.082
105 C -0.275 2.704 -3.964
106 C 0.138 1.687 -5.066
107 C -0.052 2.276 -6.472
108 O -1.468 2.503 -6.791
109 C -1.660 3.340 -7.944
110 N 1.567 1.329 -4.819
111 H 0.329 3.602 -4.100
112 H -0.059 2.258 -2.994
113 H -1.284 3.102 -4.074
114 H -0.375 0.729 -4.985
115 H 0.400 1.628 -7.223
116 H 0.404 3.264 -6.534
117 H -1.246 4.339 -7.807
118 H -2.707 3.482 -8.214
119 H -1.140 2.978 -8.831
120 H 1.591 0.706 -4.024
121 H 1.898 0.793 -5.608
122 C -1.288 -8.307 -4.025
123 C 0.053 -7.563 -4.025
124 C -0.151 -6.294 -3.249
125 O 1.018 -5.516 -3.570
126 C 1.020 -4.203 -3.178
127 N 0.982 -8.429 -3.306
128 H -1.155 -9.322 -4.399
129 H -2.176 -7.859 -4.470
130 H -1.520 -8.475 -2.973
131 H 0.341 -7.385 -5.061
132 H -0.290 -6.425 -2.176
133 H -1.041 -5.766 -3.591
134 H 0.190 -3.614 -3.567
135 H 1.925 -3.711 -3.533
136 H 0.946 -4.096 -2.096
137 H 1.092 -9.306 -3.795
138 H 1.863 -7.936 -3.302
139 C -4.659 0.658 -3.436
140 C -4.089 0.427 -1.992
141 C -3.110 1.600 -1.573
142 O -3.729 2.889 -1.673
143 C -2.739 3.933 -1.553
144 N -5.254 0.364 -1.060
145 H -3.790 0.788 -4.080
146 H -5.400 1.439 -3.605
147 H -5.008 -0.320 -3.768
148 H -3.548 -0.514 -1.889
149 H -2.211 1.540 -2.186
150 H -2.880 1.370 -0.533
151 H -2.372 4.042 -0.533
152 H -3.300 4.845 -1.756
153 H -1.891 3.902 -2.237
154 H -5.830 -0.322 -1.527
155 H -5.738 1.249 -1.007

***

Below is C5H9N2O5P as an isolated structure, with properties calculated with wB97M-V/def2-TZVPD.

Its LUMO energy is -0.31 eV. The value obtained for the energy above the lowest of the compared OMol25 structures with the same formula, charge and spin is 1.3 kcal/mol. Its charge is 0.

CARTESIAN COORDINATES (ANGSTROEM)
1 C -1.761 -1.930 0.036
2 C -0.898 -0.027 -0.267
3 C -1.147 -1.897 -1.387
4 C 0.013 0.015 -2.575
5 C 2.455 0.581 1.879
6 N -0.606 -0.541 -1.461
7 N -1.448 -0.716 0.665
8 O -0.819 1.408 2.426
9 O -2.353 -2.859 0.571
10 O 0.857 3.094 1.566
11 O -0.528 1.757 -0.003
12 O 1.215 0.635 1.196
13 P 0.184 1.840 1.343
14 H -0.342 -2.641 -1.328
15 H -1.969 -1.903 -2.179
16 H -0.642 0.693 -3.001
17 H 0.879 0.677 -2.354
18 H 0.134 -0.692 -3.409
19 H 3.335 0.336 1.154
20 H 2.420 -0.165 2.691
21 H 2.593 1.580 2.195
22 H -1.570 0.756 2.241

***

Below is a 3-piece molecular cluster, C3H13N2O2S overall, with properties calculated with wB97M-V/def2-TZVPD.

Its LUMO energy is 3.32 eV. The value obtained for the energy above the lowest of the compared OMol25 structures with the same formula, charge and spin is 16.1 kcal/mol. Its charge is -1.

CARTESIAN COORDINATES (ANGSTROEM)
1 N -0.942 -1.925 -1.026
2 C -0.045 -1.153 -0.168
3 C 0.007 0.322 -0.548
4 S -1.523 1.240 -0.042
5 C 1.320 -1.831 -0.204
6 N 1.424 -3.031 0.649
7 H -1.881 -1.554 -0.944
8 H -0.606 -1.956 -1.975
9 H -0.493 -1.286 0.811
10 H 0.850 0.802 -0.053
11 H 0.147 0.462 -1.619
12 H 1.588 -2.163 -1.219
13 H 2.145 -1.164 0.061
14 H 0.767 -3.701 0.273
15 H 1.085 -2.773 1.574
16 H -1.022 0.371 2.097
17 H -1.237 0.640 3.648
18 O -0.734 0.136 3.005
19 H -0.241 5.638 -0.889
20 H -0.703 6.617 -1.936
21 O 0.096 6.312 -1.494

***

Below is C16H13FeN3O3 as an isolated structure, with properties calculated with wB97M-V/def2-TZVPD.

Its LUMO energy (alpha / beta) is 5.54 / 5.39 eV. Its spin multiplicity is 5. Its charge is -2.

CARTESIAN COORDINATES (ANGSTROEM)
1 O -1.621 -1.269 4.678
2 C -1.871 -0.762 3.650
3 Fe -1.722 -0.358 1.977
4 C -1.375 -2.088 1.317
5 O -1.007 -3.020 0.722
6 C 0.097 -0.443 1.708
7 O 1.219 -0.636 1.496
8 C -1.530 1.544 2.113
9 C -0.963 2.537 1.108
10 C -0.916 2.211 -0.429
11 C -1.280 0.820 -0.833
12 C -2.225 0.059 -0.068
13 C -3.283 0.593 0.798
14 C -2.960 1.236 1.973
15 H -1.170 1.751 3.140
16 H -1.547 3.472 1.161
17 H 0.037 2.819 1.475
18 H -1.531 2.990 -0.946
19 H 0.107 2.503 -0.734
20 H -0.993 0.325 -1.799
21 H -2.505 -0.944 -0.470
22 H -4.307 0.309 0.563
23 H -3.670 1.485 2.790
24 C 2.590 -2.585 -2.822
25 C 1.479 -1.900 -2.374
26 C 1.748 -0.765 -1.609
27 C 3.045 -0.260 -1.337
28 C 4.148 -0.959 -1.807
29 C 3.907 -2.131 -2.515
30 N 2.890 0.970 -0.705
31 N 1.565 1.168 -0.599
32 N 0.848 0.191 -1.151
33 H 2.484 -3.485 -3.424
34 H 0.433 -2.142 -2.615
35 H 5.122 -0.517 -1.569
36 H 4.758 -2.719 -2.863

***

Max |F| across the listed records, respectively: 5.22, 3.52, 6.29, 6.60, 1.05, 3.36 eV Å⁻¹.